ORCA calculation (wB97M-V/def2-TZVPD) on a structure of composition C27H35ClHfN4O4P2 at a distorted geometry.

As for the net charge: +2. The calculation puts the HOMO energy at -13.508 eV. The calculated total energy is -2759.9250 Ha.

Cartesian coordinates (Å):
Hf  2.865  0.054  0.880
C  -1.744  -0.137  -3.984
C  -2.252  0.800  -3.168
C  -3.503  0.624  -2.381
C  -3.704  -0.761  -1.701
C  -2.492  -1.460  -1.182
C  -1.580  -2.100  -1.939
C  -1.942  -2.581  -3.317
C  -2.387  -1.454  -4.278
C  3.916  -1.455  2.100
H  -0.884  0.080  -4.607
H  -1.924  1.833  -3.241
H  -4.377  0.792  -3.036
H  -3.544  1.420  -1.624
H  -4.363  -0.586  -0.832
H  -4.241  -1.431  -2.391
H  -2.528  -1.619  -0.108
H  -0.647  -2.472  -1.549
H  -2.798  -3.278  -3.231
H  -1.094  -3.137  -3.754
H  -2.084  -1.764  -5.289
H  -3.482  -1.338  -4.257
H  5.013  -1.493  1.993
H  3.530  -2.483  2.016
H  3.742  -1.163  3.161
P  -0.181  -0.916  2.088
P  1.050  1.878  0.149
N  -0.069  -2.505  1.526
N  -0.564  -1.010  3.694
N  1.257  1.496  -1.574
N  1.196  3.634  0.081
C  -1.090  0.108  0.936
C  -0.700  1.573  0.607
C  1.026  -3.101  0.875
C  0.729  -4.438  0.678
C  -0.599  -4.667  1.160
C  -1.079  -3.477  1.673
C  0.227  -1.678  4.669
C  -0.138  -1.224  5.910
C  -1.229  -0.304  5.736
C  -1.497  -0.217  4.387
C  2.280  0.694  -2.092
C  2.152  0.652  -3.470
C  0.984  1.384  -3.816
C  0.466  1.902  -2.636
C  0.565  4.560  -0.768
C  0.877  5.844  -0.340
C  1.731  5.723  0.806
C  1.917  4.369  1.044
H  -2.146  0.083  1.245
H  -1.040  -0.450  -0.012
H  -1.378  1.957  -0.187
H  -0.837  2.171  1.530
H  1.949  -2.560  0.686
H  1.408  -5.159  0.268
H  -1.125  -5.605  1.147
H  -2.002  -3.230  2.152
H  0.934  -2.435  4.375
H  0.300  -1.504  6.858
H  -1.741  0.215  6.523
H  -2.286  0.274  3.845
H  3.089  0.283  -1.449
H  2.816  0.146  -4.156
H  0.538  1.480  -4.803
H  -0.407  2.500  -2.429
H  -0.032  4.220  -1.603
H  0.528  6.765  -0.795
H  2.155  6.541  1.379
H  2.498  3.833  1.791
O  3.594  1.376  2.417
Cl  4.858  1.876  1.614
O  4.272  1.531  0.162
O  5.979  0.948  1.846
O  1.272  -0.423  1.994

---

ORCA calculation (wB97M-V/def2-TZVPD) on a structure of composition C5H8O at a distorted geometry.

As for the net charge: 0. The calculation puts the HOMO energy at -9.462 eV. The value obtained for the relative energy (zero: lowest compared OMol25 entry of this formula, charge and spin) is 2.708 eV. The calculated total energy is -270.4584 Ha.

Cartesian coordinates (Å):
C  -0.958  -1.166  0.840
C  -0.504  -0.678  -0.516
C  -0.135  0.787  -0.805
C  0.717  1.426  0.365
O  1.531  0.270  0.553
C  0.924  -0.268  -0.750
H  -0.319  -0.725  1.607
H  -0.876  -2.258  0.917
H  -2.001  -0.894  1.032
H  -0.965  -1.246  -1.343
H  -0.565  1.350  -1.646
H  0.173  1.773  1.252
H  1.325  2.246  -0.052
H  1.657  -0.646  -1.458

---

ORCA calculation (wB97M-V/def2-TZVPD) on a cluster of 2 separate species, C7H12 in total at a distorted geometry.

As for the net charge: 0. The calculation puts the HOMO energy at -8.638 eV. The value obtained for the relative energy (zero: lowest compared OMol25 entry of this formula, charge and spin) is 5.578 eV. As for the SMILES: C[C@@H]1[C@H]2C[C@@H]3[C@H]2[C@H]13.[H][H]. The calculated total energy is -273.7036 Ha.

Cartesian coordinates (Å):
C  -0.845  1.951  -0.467
C  -0.829  0.389  -0.349
C  -0.336  -0.053  1.005
C  -0.533  -1.583  1.143
C  0.739  -1.766  0.399
C  1.137  -0.323  0.536
C  0.551  -0.788  -0.747
H  -1.062  2.319  -1.475
H  0.092  2.398  -0.125
H  -1.646  2.391  0.175
H  -1.809  0.055  -0.704
H  -0.574  0.550  1.873
H  -1.398  -2.051  0.665
H  -0.436  -1.906  2.165
H  1.390  -2.637  0.513
H  2.076  0.161  0.729
H  0.480  -0.970  -1.786
H  1.250  1.053  -1.723
H  1.910  1.040  -2.064

---

ORCA calculation (wB97M-V/def2-TZVPD) on the molecule C5H3BrF4O at a distorted geometry.

As for the net charge: 0. The calculation puts the HOMO energy at -10.794 eV. The value obtained for the relative energy (zero: lowest compared OMol25 entry of this formula, charge and spin) is 0.000 eV. As for the SMILES: F[C@H](Br)[C@@]1(F)C=CC(F)(F)O1. The calculated total energy is -3240.9799 Ha.

Cartesian coordinates (Å):
F  1.095  0.294  -1.654
C  0.428  -0.844  -1.473
Br  -1.050  -0.917  -2.727
C  -0.143  -0.981  -0.111
F  -0.731  -2.160  0.123
C  0.779  -0.398  0.886
C  0.459  0.825  1.255
C  -0.903  1.192  0.689
F  -1.800  1.392  1.774
F  -0.808  2.500  0.161
O  -1.338  0.282  -0.093
H  1.253  -1.661  -1.762
H  1.672  -1.074  1.184
H  1.087  1.550  1.748

---

ORCA calculation (wB97M-V/def2-TZVPD) on a structure of composition C5H6N2OS at a distorted geometry.

As for the net charge: 0. The calculation puts the HOMO energy at -9.044 eV. The value obtained for the relative energy (zero: lowest compared OMol25 entry of this formula, charge and spin) is 2.983 eV. The calculated total energy is -776.9584 Ha.

Cartesian coordinates (Å):
C  -1.493  -1.170  0.075
C  0.822  -1.914  0.160
C  -0.303  -1.021  0.737
C  0.457  0.777  0.177
C  -0.374  1.394  -0.910
N  -2.528  -1.114  -0.459
N  1.828  -1.463  -0.451
O  0.713  1.565  1.254
S  2.097  0.171  -0.458
H  0.874  -2.981  0.274
H  -0.278  -1.033  1.783
H  0.020  2.160  -1.598
H  -1.104  2.006  -0.351
H  -0.670  0.487  -1.560
H  -0.061  2.137  1.329

---

ORCA calculation (wB97M-V/def2-TZVPD) on a cluster of 2 separate species, C6H14N2 in total at a distorted geometry.

As for the net charge: +1. The calculation puts the HOMO energy (spin up / spin down) at -12.675 / -12.676 eV. As for the multiplicity: 2. The value obtained for the relative energy (zero: lowest compared OMol25 entry of this formula, charge and spin) is 0.282 eV. The calculated total energy is -346.2089 Ha.

Cartesian coordinates (Å):
C  -1.948  0.897  -0.209
C  -1.669  -0.496  0.260
C  -2.333  -1.570  -0.139
C  -2.044  -2.964  0.340
H  -2.818  0.898  -0.864
H  -2.187  1.592  0.600
H  -1.115  1.347  -0.760
H  -0.881  -0.669  0.993
H  -3.111  -1.472  -0.891
H  -1.568  -2.928  1.323
H  -2.968  -3.513  0.500
H  -1.434  -3.489  -0.396
C  2.204  0.397  -0.175
C  1.766  1.696  0.010
N  2.659  2.668  0.322
N  1.436  -0.638  -0.514
H  3.251  0.142  -0.053
H  0.725  1.974  -0.099
H  3.113  2.599  1.229
H  2.289  3.601  0.190
H  1.573  -1.465  0.060
H  0.443  -0.439  -0.661